Entry P
{"formula": "C7H15NO3", "method": "the ωB97M-V functional and the def2-TZVPD basis", "total_charge": 0, "lumo_energy_ev": [-0.834, -3.275], "mol_weight_g_mol": 161.2, "orbital_gap_ev": [8.527, 3.262], "elements": ["C", "C", "C", "C", "C", "C", "C", "O", "O", "N", "O", "H", "H", "H", "H", "H", "H", "H", "H", "H", "H", "H", "H", "H", "H", "H"], "positions_angstrom": [[-0.80, -3.18, 0.21], [-0.53, -1.77, 0.60], [-0.46, -0.84, -0.65], [-0.33, 0.58, -0.25], [0.33, 1.41, -1.41], [-1.41, 1.40, 0.77], [-0.85, 2.81, 1.05], [-0.02, 0.67, 1.08], [3.97, -1.04, -1.40], [3.98, -0.50, -0.23], [5.07, -0.38, 0.35], [-0.89, -3.77, 1.11], [-1.73, -3.27, -0.34], [0.00, -3.60, -0.39], [-1.32, -1.38, 1.28], [0.45, -1.66, 1.10], [0.47, -1.10, -1.20], [-1.34, -0.91, -1.32], [-0.46, 1.57, -2.17], [0.80, 2.38, -1.19], [1.08, 0.76, -1.90], [-2.14, 1.43, -0.04], [-2.01, 0.94, 1.58], [-1.40, 3.49, 1.71], [0.10, 2.66, 1.54], [-0.58, 3.31, 0.12]]}

***

Entry Q
{"formula": "C7H15NO3", "method": "the ωB97M-V functional and the def2-TZVPD basis", "total_charge": 0, "lumo_energy_ev": 0.656, "mol_weight_g_mol": 161.2, "orbital_gap_ev": 7.790, "elements": ["C", "C", "C", "C", "C", "C", "C", "N", "O", "O", "O", "H", "H", "H", "H", "H", "H", "H", "H", "H", "H", "H", "H", "H", "H", "H"], "positions_angstrom": [[0.37, 1.42, 1.44], [-0.35, -0.12, -2.16], [0.46, -2.19, 0.14], [2.48, -0.98, 0.28], [-2.84, 1.34, 0.40], [-0.47, 1.31, 0.23], [0.73, 0.03, -1.07], [1.16, -1.00, -0.36], [0.13, 0.56, 2.39], [1.27, 2.17, 1.59], [-1.66, 0.63, 0.37], [-1.35, 0.18, -1.67], [-0.03, 0.74, -2.86], [-0.20, -1.11, -2.55], [-0.58, -2.05, 0.20], [0.56, -3.02, -0.68], [0.87, -2.51, 1.10], [2.99, -1.89, 0.05], [3.08, -0.09, -0.09], [2.37, -0.95, 1.33], [-2.81, 2.19, -0.36], [-3.09, 1.81, 1.44], [-3.71, 0.69, 0.20], [-0.27, 2.27, -0.36], [1.48, 0.69, -1.25], [-0.57, -0.13, 2.25]]}

***

Of them, the most stable is entry Q and the least stable is entry P.

***

Entry P
{"formula": "C4H6FNaO4", "method": "the ωB97M-V functional and the def2-TZVPD basis", "total_charge": 0, "lumo_energy_ev": -0.489, "mol_weight_g_mol": 160.1, "orbital_gap_ev": 8.079, "elements": ["C", "O", "H", "H", "H", "C", "O", "C", "C", "O", "O", "F", "H", "H", "H", "Na"], "positions_angstrom": [[-3.60, 1.68, 0.92], [-2.98, 1.87, -0.33], [-4.21, 2.57, 1.13], [-4.25, 0.79, 0.93], [-2.86, 1.56, 1.73], [-0.86, -0.58, 0.55], [-0.98, 0.68, 0.16], [-2.00, 0.84, -0.85], [-2.58, -0.59, -0.91], [-1.88, -1.29, 0.12], [0.23, -1.03, 0.85], [1.76, 0.86, -1.33], [-1.75, 1.27, -1.82], [-3.65, -0.63, -0.69], [-2.41, -1.06, -1.88], [2.69, -0.35, 0.30]]}

***

Entry Q
{"formula": "C4H6FNaO4", "method": "the ωB97M-V functional and the def2-TZVPD basis", "total_charge": 0, "lumo_energy_ev": [-2.899, -2.824], "mol_weight_g_mol": 160.1, "orbital_gap_ev": [1.548, 1.444], "elements": ["C", "O", "H", "H", "H", "C", "O", "C", "C", "O", "O", "F", "H", "H", "H", "Na"], "positions_angstrom": [[0.88, -2.97, -2.10], [1.60, -1.93, -1.59], [0.16, -2.68, -2.90], [1.52, -3.77, -2.56], [0.26, -3.51, -1.34], [-0.89, 2.14, 1.47], [0.38, 1.76, 1.43], [0.50, 0.52, 0.66], [-0.86, 0.45, -0.02], [-1.66, 1.38, 0.74], [-1.27, 3.16, 2.02], [0.66, -0.47, 1.59], [1.37, 0.63, 0.02], [-0.81, 0.78, -1.06], [-1.31, -0.55, 0.05], [-0.54, 5.04, 3.59]]}

***

Of them, the most stable is entry P and the least stable is entry Q.